A 2-piece molecular cluster, C11H20BNO8P overall in a non-equilibrium geometry. Source: the OMol25 dataset; level of theory: ωB97M-V with the def2-TZVPD basis set.

E	-1454.0142	Ha
highest occupied orbital energy	-12.36	eV
LUMO energy	-5.0	eV
orbital gap	7.37	eV
net charge	+1

```
42
Properties=species:S:1:pos:R:3:forces:R:3:lowdin_charge:R:1
C 0.502 0.218 -1.122 0.164 0.154 -0.140 -0.046
C 1.400 1.340 -0.629 -0.657 -0.493 0.006 -0.184
O 1.264 2.486 -1.501 -0.105 0.166 0.517 0.087
B 1.777 3.668 -1.035 1.056 -0.132 -0.360 -0.750
O 3.037 4.092 -1.371 -0.751 0.090 -0.377 0.223
O 1.043 4.490 -0.172 -0.280 -0.198 -0.357 0.255
C -0.163 4.065 0.244 0.215 0.507 -0.466 -0.435
O -0.443 3.947 1.381 -0.310 -0.260 1.414 0.230
C -1.226 3.837 -0.785 0.089 -0.293 -0.224 -0.062
C -1.376 4.654 -1.893 -0.300 -0.273 -0.108 0.072
C -2.400 4.392 -2.781 0.610 0.215 0.508 0.019
N -3.218 3.355 -2.551 -0.020 0.063 -0.207 0.118
C -3.098 2.549 -1.486 0.538 0.004 0.634 0.018
C -2.096 2.778 -0.564 -0.433 0.193 -0.603 0.065
H -0.336 0.637 -1.666 -0.238 0.133 -0.100 0.062
H 1.042 -0.427 -1.803 -0.005 -0.193 -0.115 0.085
H 0.118 -0.380 -0.304 0.128 -0.206 0.131 0.067
H 1.102 1.608 0.384 0.076 0.214 0.184 0.123
H 2.430 1.010 -0.613 0.315 0.117 0.029 0.133
H 2.988 4.783 -2.042 0.530 0.205 0.160 0.122
H -0.697 5.473 -2.044 0.060 0.225 -0.211 0.146
H -2.543 4.997 -3.656 -0.295 -0.028 -0.267 0.149
H -3.952 3.167 -3.222 -0.074 -0.023 -0.027 0.188
H -3.786 1.733 -1.372 -0.273 -0.101 -0.191 0.150
H -1.987 2.154 0.302 -0.016 -0.177 0.190 0.147
C 0.514 -3.449 3.849 -0.058 0.039 0.082 -0.088
O 1.272 -4.177 2.879 0.050 0.048 -0.060 -0.206
P 0.785 -4.187 1.368 -0.025 -0.182 0.036 0.331
O 0.707 -2.859 0.746 -0.161 0.226 0.071 -0.243
O -0.558 -5.023 1.345 0.089 0.115 -0.006 -0.194
C -1.827 -4.363 1.390 -0.167 0.009 -0.029 -0.093
O 1.768 -5.212 0.710 0.017 -0.033 -0.062 -0.193
C 3.108 -4.790 0.409 0.162 -0.001 -0.009 -0.075
H 1.207 -3.028 4.572 0.045 -0.030 -0.015 0.090
H -0.051 -2.636 3.389 0.038 0.008 -0.034 0.082
H -0.167 -4.131 4.359 -0.005 -0.007 -0.022 0.092
H -1.726 -3.292 1.216 0.071 -0.012 -0.026 0.075
H -2.286 -4.539 2.361 0.027 -0.015 0.007 0.089
H -2.457 -4.791 0.614 0.031 -0.041 -0.001 0.090
H 3.735 -4.898 1.293 -0.029 0.009 0.021 0.092
H 3.121 -3.757 0.065 -0.051 0.009 0.016 0.082
H 3.478 -5.437 -0.380 -0.057 -0.053 0.011 0.091
```
Positions in Å, forces in eV/Å.